A:
Entry from the Open Molecules 2025 dataset: the ion C6H8N with charge +1 (the ωB97M-V functional and the def2-TZVPD basis).

```
! RIJCOSX wB97M-V def2-TZVPD def2/J DEFGRID3
* xyz 1 1
C -2.57 0.14 -0.49
C -1.98 1.25 -0.20
C -0.70 -1.04 0.24
C -1.01 1.63 0.54
C 0.02 0.36 0.50
C 0.93 0.57 -0.72
N -2.21 -0.96 -0.12
H -0.22 -1.50 -0.59
H -0.72 -1.54 1.13
H -0.63 2.43 1.24
H 0.51 0.35 1.54
H 1.61 1.36 -0.59
H 0.37 0.81 -1.56
H 1.56 -0.32 -0.91
H -2.82 -1.86 -0.10
*
```

Summary:
lowest unoccupied orbital energy (spin up / spin down): -5.621 / -5.620 eV
orbital gap (spin up / spin down): 9.37 / 9.37 eV
highest occupied orbital energy (spin up / spin down): -14.99 / -14.99 eV
structure (SMILES): C[C@H]1C=C=C=[NH+]C1

B:
Entry from the Open Molecules 2025 dataset: a cluster of 2 separate species, C6H8N in total (the ωB97M-V functional and the def2-TZVPD basis).

```
! RIJCOSX wB97M-V def2-TZVPD def2/J DEFGRID3
* xyz 1 1
C 3.48 0.97 -0.13
C 0.81 -1.64 -0.32
C -2.14 0.53 -0.91
C -0.39 0.10 0.83
C -1.63 0.77 0.28
C 2.60 0.13 -0.19
N -0.21 -1.21 0.27
H 4.26 1.67 -0.04
H 1.05 -2.58 -0.77
H -1.71 -0.18 -1.61
H -3.02 1.04 -1.25
H 0.51 0.69 0.62
H -0.49 0.00 1.92
H -2.08 1.50 0.94
H -1.05 -1.80 0.36
*
```

Summary:
lowest unoccupied orbital energy (spin up / spin down): -7.126 / -7.134 eV
orbital gap (spin up / spin down): 7.25 / 7.28 eV
highest occupied orbital energy (spin up / spin down): -14.38 / -14.41 eV

The least stable of them is B.

A:
Entry from the Open Molecules 2025 dataset: an isolated molecule of C3H5NS (the ωB97M-V functional and the def2-TZVPD basis).

```
! RIJCOSX wB97M-V def2-TZVPD def2/J DEFGRID3
* xyz 0 1
C -0.69 -0.25 -1.37
C -0.05 -0.40 1.04
C 0.93 0.49 0.42
H -0.15 0.02 -2.27
H 0.25 -1.27 1.69
H -0.85 0.25 1.40
H 2.04 0.32 0.51
H 0.70 1.52 0.36
N 0.17 -0.45 -0.35
S -2.35 -0.23 -1.42
*
```

Summary:
lowest unoccupied orbital energy: 0.246 eV
orbital gap: 8.89 eV
highest occupied orbital energy: -8.64 eV
structure (SMILES): S=CN1CC1

B:
Entry from the Open Molecules 2025 dataset: an isolated molecule of C3H5NS (the ωB97M-V functional and the def2-TZVPD basis).

```
! RIJCOSX wB97M-V def2-TZVPD def2/J DEFGRID3
* xyz 0 1
C 0.33 -0.20 0.07
C -2.09 -1.03 0.02
C 1.32 0.86 0.03
N -0.74 -0.65 -0.05
S -2.91 0.63 0.02
H -2.16 -1.69 -0.88
H -2.45 -1.56 0.90
H 0.83 1.83 0.53
H 1.64 0.92 -0.95
H 2.31 0.46 0.37
*
```

Summary:
lowest unoccupied orbital energy: -0.186 eV
orbital gap: 6.89 eV
highest occupied orbital energy: -7.07 eV

The least stable of them is B.

A:
Entry from the Open Molecules 2025 dataset: an isolated molecule of C3H5NS (the ωB97M-V functional and the def2-TZVPD basis).

```
! RIJCOSX wB97M-V def2-TZVPD def2/J DEFGRID3
* xyz 0 1
C 0.32 0.69 -0.02
C -0.64 -0.41 0.25
C -2.00 -0.36 -0.21
H 3.63 0.28 0.49
H -0.09 1.80 -0.06
H -0.14 -1.31 0.35
H -2.46 -1.42 -0.30
H -2.75 0.46 -0.24
N 1.56 0.80 -0.11
S 2.58 -0.54 -0.14
*
```

Summary:
lowest unoccupied orbital energy: -0.050 eV
orbital gap: 8.45 eV
highest occupied orbital energy: -8.50 eV
structure (SMILES): C=C/C=N\S

B:
Entry from the Open Molecules 2025 dataset: an isolated molecule of C3H5NS (the ωB97M-V functional and the def2-TZVPD basis).

```
! RIJCOSX wB97M-V def2-TZVPD def2/J DEFGRID3
* xyz 0 1
C -1.39 -0.20 0.16
C -0.05 -0.04 -0.56
C 0.98 0.65 0.09
H -1.26 -0.92 1.06
H 0.00 0.16 -1.63
H 1.72 1.47 -0.35
H 0.68 1.13 1.06
H 1.07 -1.42 0.61
N 1.15 -0.81 -0.26
S -2.91 -0.01 -0.18
*
```

Summary:
lowest unoccupied orbital energy: -0.344 eV
orbital gap: 8.53 eV
highest occupied orbital energy: -8.87 eV
structure (SMILES): S=C[C@H]1CN1

C:
Entry from the Open Molecules 2025 dataset: a structure of composition C3H5NS (the ωB97M-V functional and the def2-TZVPD basis).

```
! RIJCOSX wB97M-V def2-TZVPD def2/J DEFGRID3
* xyz 0 1
C -0.18 -0.25 1.07
C -0.08 0.16 -0.14
C -0.65 0.65 -1.42
N 0.95 -0.93 1.47
S 1.80 -0.85 -0.04
H -1.04 -0.22 1.82
H 0.16 0.66 -2.13
H -1.39 -0.20 -1.69
H -1.06 1.76 -1.22
H 1.49 -0.77 2.27
*
```

Summary:
lowest unoccupied orbital energy: 0.205 eV
orbital gap: 8.36 eV
highest occupied orbital energy: -8.16 eV

D:
Entry from the Open Molecules 2025 dataset: an isolated molecule of C3H5NS (the ωB97M-V functional and the def2-TZVPD basis).

```
! RIJCOSX wB97M-V def2-TZVPD def2/J DEFGRID3
* xyz 0 1
C -0.33 0.15 0.34
C 2.00 -0.71 0.16
C -1.64 0.34 -0.26
N 0.62 -0.55 -0.17
S 3.21 0.44 0.09
H -0.01 0.84 1.12
H 2.24 -1.69 0.33
H -1.60 -0.03 -1.40
H -2.58 -0.14 0.14
H -1.92 1.34 -0.34
*
```

Summary:
lowest unoccupied orbital energy: -0.236 eV
orbital gap: 8.54 eV
highest occupied orbital energy: -8.77 eV
structure (SMILES): C/C=N/C=S

The least stable of them is C.

A:
Entry from the Open Molecules 2025 dataset: a cluster of 2 separate species, C3H5NS in total (the ωB97M-V functional and the def2-TZVPD basis).

```
! RIJCOSX wB97M-V def2-TZVPD def2/J DEFGRID3
* xyz 0 1
C 0.48 1.73 0.02
C 0.31 0.75 0.74
C 0.28 -0.55 1.22
N -0.42 -1.27 -0.73
S -0.56 -0.12 -1.81
H 0.52 2.59 -0.52
H -0.58 -0.71 1.78
H 1.16 -1.18 1.19
H 0.56 -1.59 -0.59
H -1.76 0.35 -1.30
*
```

Summary:
lowest unoccupied orbital energy (spin up / spin down): 0.020 / 0.020 eV
orbital gap (spin up / spin down): 8.10 / 8.10 eV
highest occupied orbital energy (spin up / spin down): -8.08 / -8.08 eV

B:
Entry from the Open Molecules 2025 dataset: an isolated molecule of C3H5NS (the ωB97M-V functional and the def2-TZVPD basis).

```
! RIJCOSX wB97M-V def2-TZVPD def2/J DEFGRID3
* xyz 0 1
C 0.17 -1.09 0.05
C -0.25 0.38 0.43
C -1.02 0.75 -0.72
H 1.23 -1.27 0.17
H -0.11 -1.19 -0.99
H -0.36 -1.74 0.76
H -0.90 0.25 1.28
H 1.80 1.21 -0.17
N -1.56 1.15 -1.70
S 0.99 1.56 0.90
*
```

Summary:
lowest unoccupied orbital energy: 0.646 eV
orbital gap: 10.54 eV
highest occupied orbital energy: -9.89 eV
structure (SMILES): C[C@@H](S)C#N

C:
Entry from the Open Molecules 2025 dataset: an isolated molecule of C3H5NS (the ωB97M-V functional and the def2-TZVPD basis).

```
! RIJCOSX wB97M-V def2-TZVPD def2/J DEFGRID3
* xyz 0 1
C -1.60 0.75 -0.10
C 1.15 0.37 -0.16
C 0.68 -1.04 0.08
N -0.11 -0.09 -0.68
S -2.50 0.04 1.01
H -1.80 1.64 -0.66
H 1.05 1.09 0.66
H 1.99 0.60 -0.81
H 0.88 -2.01 -0.37
H 0.28 -1.34 1.03
*
```

Summary:
lowest unoccupied orbital energy: -0.393 eV
orbital gap: 8.30 eV
highest occupied orbital energy: -8.69 eV
structure (SMILES): S=CN1CC1

The least stable of them is A.

A:
Entry from the Open Molecules 2025 dataset: a structure of composition C7H13N (the ωB97M-V functional and the def2-TZVPD basis).

```
! RIJCOSX wB97M-V def2-TZVPD def2/J DEFGRID3
* xyz 0 1
C -2.32 -0.78 0.25
C -0.88 -1.14 -0.51
C 0.20 -0.11 -0.06
C 1.66 -0.59 -0.37
C 3.01 0.35 -0.14
C -0.05 1.32 0.34
C -1.25 1.95 -0.22
H -3.27 -0.58 -0.78
H -2.27 0.25 1.19
H -2.78 -1.81 0.87
H -1.33 -0.91 -1.54
H -0.61 -2.13 -0.44
H 0.46 -1.57 1.30
H 1.69 -1.37 -1.00
H 3.41 0.51 -1.22
H 3.87 -0.02 0.47
H 2.64 1.12 0.58
H 0.30 1.67 1.35
H -1.50 3.03 -0.03
H -1.92 1.61 -0.91
N 0.93 -0.82 0.88
*
```

Summary:
lowest unoccupied orbital energy: 0.886 eV
orbital gap: 9.61 eV
highest occupied orbital energy: -8.73 eV

B:
Entry from the Open Molecules 2025 dataset: a cluster of 2 separate species, C7H13N in total (the ωB97M-V functional and the def2-TZVPD basis).

```
! RIJCOSX wB97M-V def2-TZVPD def2/J DEFGRID3
* xyz 0 1
C 0.94 0.88 -1.83
C -0.54 0.50 -1.67
C -0.83 0.22 -0.16
C -2.07 0.12 0.44
N -3.13 0.18 -0.40
C 0.22 -0.08 0.77
C 1.48 -0.76 0.79
C 2.35 -1.39 -0.04
H 1.51 0.06 -1.42
H 1.23 1.74 -1.20
H 1.10 1.21 -2.85
H -0.83 -0.39 -2.24
H -1.19 1.33 -1.93
H -0.41 0.08 5.09
H -4.08 0.08 -0.08
H -3.01 -0.41 -1.24
H -0.01 0.71 5.02
H -0.04 0.28 1.76
H 1.87 -0.94 1.79
H 3.29 -1.61 0.44
H 2.17 -1.81 -1.02
*
```

Summary:
lowest unoccupied orbital energy: -0.717 eV
orbital gap: 6.78 eV
highest occupied orbital energy: -7.50 eV

C:
Entry from the Open Molecules 2025 dataset: an isolated molecule of C7H13N (the ωB97M-V functional and the def2-TZVPD basis).

```
! RIJCOSX wB97M-V def2-TZVPD def2/J DEFGRID3
* xyz 0 1
C -0.02 -1.90 -0.43
C -0.94 -0.80 -0.94
C -0.96 0.42 -0.02
C 0.41 0.94 0.31
C 1.04 1.84 -0.46
C 0.45 0.70 2.83
C 1.00 0.59 1.63
N -0.46 -0.44 -2.27
H 1.01 -1.54 -0.33
H 0.19 -2.64 -1.22
H -0.31 -2.42 0.48
H -1.93 -1.27 -0.90
H -1.48 1.25 -0.52
H -1.46 0.08 0.89
H 0.47 2.13 -1.34
H 2.08 2.11 -0.52
H -0.46 1.26 3.07
H 0.90 0.27 3.71
H 2.01 0.17 1.56
H -0.88 0.42 -2.60
H -0.66 -1.16 -2.95
*
```

Summary:
lowest unoccupied orbital energy: 1.039 eV
orbital gap: 9.82 eV
highest occupied orbital energy: -8.78 eV
structure (SMILES): C=CC(=C)C[C@H](C)N

D:
Entry from the Open Molecules 2025 dataset: a structure of composition C7H13N (the ωB97M-V functional and the def2-TZVPD basis).

```
! RIJCOSX wB97M-V def2-TZVPD def2/J DEFGRID3
* xyz 0 1
C -0.88 1.81 -2.17
C -0.43 0.43 -1.85
C 1.11 -1.45 -0.15
C -0.38 -0.77 -2.20
N 0.91 -0.19 0.30
H -1.38 1.85 -3.14
H -0.04 2.50 -2.18
H -1.58 2.17 -1.41
H 2.05 -1.65 -0.66
H 0.70 -2.28 0.42
H -0.64 -1.48 -2.97
H 0.29 -1.46 -1.27
C 0.85 -0.42 2.73
C 0.13 0.00 1.48
C -1.08 0.56 1.49
H 0.38 0.39 -0.60
H 1.81 0.11 2.81
H 1.08 -1.49 2.72
H 0.26 -0.20 3.62
H -1.57 0.77 2.43
H -1.60 0.81 0.59
*
```

Summary:
lowest unoccupied orbital energy: 0.819 eV
orbital gap: 9.04 eV
highest occupied orbital energy: -8.22 eV

The least stable of them is A.

A:
Entry from the Open Molecules 2025 dataset: an isolated molecule of C7H13N (the ωB97M-V functional and the def2-TZVPD basis).

```
! RIJCOSX wB97M-V def2-TZVPD def2/J DEFGRID3
* xyz 0 1
C 0.95 -3.37 -1.10
C -0.41 -2.78 -1.03
C -0.60 -1.48 -0.95
C -0.80 -0.18 -0.90
C -0.92 0.55 0.44
C 0.17 1.94 2.06
C 0.46 2.40 -0.25
H 0.97 -4.06 -1.97
H 1.08 -4.15 -0.30
H 1.71 -2.55 -1.13
H -1.23 -3.48 -1.05
H -0.92 0.36 -1.84
H -1.81 1.26 0.44
H -1.05 -0.15 1.28
H 1.08 2.53 2.29
H -0.65 2.67 2.21
H 0.10 1.13 2.81
H -0.41 3.07 -0.39
H 0.63 1.97 -1.26
H 1.38 2.97 -0.07
N 0.27 1.35 0.71
*
```

Summary:
lowest unoccupied orbital energy: 1.089 eV
orbital gap: 9.70 eV
highest occupied orbital energy: -8.61 eV
structure (SMILES): CC=C=CCN(C)C

B:
Entry from the Open Molecules 2025 dataset: an isolated molecule of C7H13N (the ωB97M-V functional and the def2-TZVPD basis).

```
! RIJCOSX wB97M-V def2-TZVPD def2/J DEFGRID3
* xyz 0 1
C 1.94 0.14 0.05
C 0.77 1.05 -0.46
C -0.64 0.92 0.11
C -0.99 -1.13 1.44
C -1.08 -0.50 0.26
C -1.65 -1.17 -0.90
C -1.87 -0.62 -2.10
N 2.37 0.52 1.41
H 1.68 -0.91 -0.03
H 2.77 0.41 -0.61
H 1.19 1.98 -0.04
H 0.85 1.04 -1.54
H -0.55 1.47 1.07
H -1.38 1.57 -0.36
H -0.73 -0.60 2.35
H -1.06 -2.21 1.51
H -1.93 -2.22 -0.81
H -1.44 0.37 -2.22
H -2.32 -1.09 -2.96
H 2.32 -0.27 2.05
H 1.76 1.25 1.79
*
```

Summary:
lowest unoccupied orbital energy: 0.872 eV
orbital gap: 9.76 eV
highest occupied orbital energy: -8.89 eV
structure (SMILES): C=CC(=C)CCCN

The least stable of them is A.

A:
Entry from the Open Molecules 2025 dataset: an isolated molecule of C7H13N (the ωB97M-V functional and the def2-TZVPD basis).

```
! RIJCOSX wB97M-V def2-TZVPD def2/J DEFGRID3
* xyz 0 1
C -1.42 -1.03 3.05
C -1.38 -1.09 1.51
C -0.67 0.14 0.85
N 0.25 1.85 -1.41
C 0.69 0.56 -1.18
C 0.39 -0.21 -0.13
C 2.18 0.60 -3.19
C 1.84 0.08 -2.01
H -2.44 -0.91 3.39
H -0.67 -0.39 3.52
H -1.12 -2.00 3.47
H -2.42 -1.16 1.19
H -0.86 -2.00 1.19
H -1.52 0.64 0.39
H -0.21 0.79 1.61
H 0.06 2.14 -2.37
H -0.69 2.02 -1.07
H 0.92 -1.12 0.11
H 3.05 0.35 -3.79
H 1.56 1.39 -3.60
H 2.48 -0.64 -1.52
*
```

Summary:
lowest unoccupied orbital energy: 1.061 eV
orbital gap: 9.11 eV
highest occupied orbital energy: -8.05 eV
structure (SMILES): C=C/C(N)=C/CCC

B:
Entry from the Open Molecules 2025 dataset: an isolated molecule of C7H13N (the ωB97M-V functional and the def2-TZVPD basis).

```
! RIJCOSX wB97M-V def2-TZVPD def2/J DEFGRID3
* xyz 0 1
C -3.14 0.70 0.14
C -1.73 0.22 0.48
C -1.13 -0.74 -0.56
N 1.35 0.94 -0.96
C 1.37 -0.33 -0.38
C 0.29 -1.11 -0.25
C 3.45 0.04 0.86
C 2.67 -0.79 0.16
H -3.26 1.29 -0.76
H -3.61 1.09 1.05
H -3.79 -0.17 -0.06
H -1.82 -0.26 1.46
H -1.10 1.10 0.65
H -1.86 -1.54 -0.64
H -1.09 -0.32 -1.58
H 2.00 1.69 -0.77
H 0.39 1.21 -1.09
H 0.49 -2.15 0.02
H 4.46 -0.09 1.19
H 2.97 0.97 1.18
H 3.06 -1.76 -0.14
*
```

Summary:
lowest unoccupied orbital energy: 1.063 eV
orbital gap: 8.84 eV
highest occupied orbital energy: -7.77 eV
structure (SMILES): C=C/C(N)=C/CCC

The least stable of them is A.

A:
Entry from the Open Molecules 2025 dataset: a structure of composition ClMg (the ωB97M-V functional and the def2-TZVPD basis).

```
! RIJCOSX wB97M-V def2-TZVPD def2/J DEFGRID3
* xyz 1 1
Mg -0.26 0.21 -1.08
Cl 0.26 -0.21 1.08
*
```

Summary:
lowest unoccupied orbital energy: -8.291 eV
orbital gap: 7.52 eV
highest occupied orbital energy: -15.81 eV

B:
Entry from the Open Molecules 2025 dataset: a structure of composition ClMg (the ωB97M-V functional and the def2-TZVPD basis).

```
! RIJCOSX wB97M-V def2-TZVPD def2/J DEFGRID3
* xyz 1 1
Mg -1.54 -0.64 0.19
Cl 1.54 0.64 -0.19
*
```

Summary:
lowest unoccupied orbital energy: -9.243 eV
orbital gap: 5.38 eV
highest occupied orbital energy: -14.63 eV

The least stable of them is B.